15
Properties=species:S:1:pos:R:3:mulliken_charge:R:1 method="wB97M-V/def2-TZVPD" e_above_lowest_ev=2.266 orbital_gap_ev=7.9210 smiles="NC(N)=CO.N=C=O" lumo_energy_ev=0.6 homo_energy_ha=-0.2679 e_tot_ha=-433.23949
N -0.0130 -1.1053 0.3683 -0.50
C -2.5327 -0.2597 -0.4999 0.64
C 0.8496 -0.0348 0.0561 0.74
N -2.8197 -0.1835 0.6571 -0.48
N 0.3725 1.2582 0.3826 -0.70
C 2.0505 -0.2174 -0.4954 -0.56
O 2.9082 0.8052 -0.8380 -0.54
O -2.1160 -0.1861 -1.5723 -0.40
H 2.5876 1.6091 -0.4129 0.32
H 0.4511 -1.9971 0.2625 0.19
H -3.5632 -0.5537 1.2065 0.25
H -0.4014 -1.0212 1.2991 0.26
H -0.5617 1.2054 0.7726 0.29
H 0.3532 1.8677 -0.4283 0.22
H 2.4350 -1.1869 -0.7580 0.29

14
Properties=species:S:1:pos:R:3:mulliken_charge:R:1 method="wB97M-V/def2-TZVPD" e_above_lowest_ev=1.725 orbital_gap_ev=10.8286 smiles="C#CN(C(C)=O)C(F)(F)F" lumo_energy_ev=0.7 homo_energy_ha=-0.3718 e_tot_ha=-622.43847
C 0.6426 1.2918 -1.8063 -0.28
C -0.0170 0.6027 -1.0692 -0.35
C 0.2201 -0.8351 0.8774 0.60
C 1.6460 -0.5461 0.7529 -0.74
C -1.9515 0.2166 0.0769 0.78
N -0.5373 0.0538 0.0865 0.14
O -0.2113 -1.6124 1.6653 -0.51
F -2.4603 -0.3622 1.1759 -0.23
F -2.4643 -0.3102 -1.0586 -0.26
F -2.2699 1.5178 0.0043 -0.24
H 1.1561 1.8402 -2.6258 0.39
H 2.1589 -0.2019 1.6480 0.24
H 1.9215 -0.0605 -0.2187 0.18
H 2.1664 -1.5947 0.4913 0.27